# 1
Entry from the Open Molecules 2025 dataset: a 5-piece molecular cluster, C34H36FN4O8S overall (wB97M-V/def2-TZVPD).

Each line ends with the Löwdin charge.
CARTESIAN COORDINATES (ANGSTROEM)
C 0.448 -0.315 4.556  -0.08
C 1.917 0.164 4.552  -0.18
N 2.952 -0.828 4.132  -0.02
C 3.033 -1.149 2.780  -0.29
N 2.186 -1.877 2.102  0.14
C 0.996 -2.557 2.611  -0.13
C -0.307 -2.089 1.945  -0.22
N -1.442 -1.990 2.516  0.11
N 4.223 -0.710 2.171  0.16
C 5.245 -0.724 3.284  -0.26
C 6.062 -2.045 3.359  -0.14
C 5.508 -3.271 4.136  -0.16
C 4.407 -4.078 3.412  -0.18
F 4.454 -3.903 2.026  -0.07
C 4.308 -0.254 4.438  -0.58
S 4.969 -0.468 6.116  0.84
H 0.325 -1.302 5.031  0.08
H 0.012 -0.310 3.533  0.06
H -0.135 0.418 5.145  0.10
H 2.010 1.074 3.919  0.14
H 2.193 0.451 5.585  0.11
H 2.398 -2.033 1.116  0.14
H 1.128 -3.628 2.338  0.15
H 0.969 -2.500 3.713  0.10
H -0.232 -1.855 0.870  0.10
H -1.390 -2.236 3.510  0.06
H 4.492 -1.410 1.476  0.14
H 5.963 0.088 3.086  0.15
H 6.271 -2.375 2.327  0.12
H 7.043 -1.778 3.803  0.13
H 5.121 -2.995 5.129  0.07
H 6.368 -3.949 4.313  0.12
H 3.400 -3.783 3.763  0.10
H 4.511 -5.158 3.622  0.13
H 4.204 0.844 4.286  0.11
H 3.820 -0.257 6.793  -0.12
C 2.602 1.702 -2.499  0.04
C 2.488 0.432 -2.125  0.01
C 1.731 0.054 -0.914  -0.37
O 1.648 -1.122 -0.582  0.03
C 1.080 1.130 -0.139  0.02
C 1.177 2.403 -0.525  0.02
C 1.957 2.783 -1.728  -0.37
O 2.034 3.941 -2.080  0.12
H 3.144 2.000 -3.388  0.13
H 2.926 -0.379 -2.691  0.13
H 0.501 0.832 0.726  0.11
H 0.694 3.211 0.006  0.12
C -6.934 0.274 -2.467  0.01
C -6.792 -0.932 -3.009  0.01
C -6.064 -2.013 -2.305  -0.39
O -5.940 -3.119 -2.785  0.11
C -5.478 -1.687 -0.978  0.01
C -5.612 -0.476 -0.442  0.02
C -6.357 0.595 -1.148  -0.39
O -6.474 1.699 -0.653  0.09
H -7.466 1.075 -2.964  0.13
H -7.212 -1.180 -3.975  0.13
H -4.949 -2.490 -0.479  0.12
H -5.197 -0.216 0.523  0.12
C -0.978 -0.952 -3.724  0.03
C -2.309 -0.940 -3.654  0.04
C -3.119 -0.045 -4.520  -0.36
O -4.335 -0.043 -4.487  0.11
C -2.383 0.843 -5.458  0.03
C -1.052 0.834 -5.523  0.03
C -0.245 -0.069 -4.666  -0.37
O 0.970 -0.078 -4.732  0.09
H -0.371 -1.605 -3.109  0.12
H -2.857 -1.586 -2.983  0.12
H -2.993 1.484 -6.082  0.13
H -0.497 1.468 -6.203  0.12
C -3.681 3.521 -2.029  0.02
C -4.329 4.229 -2.952  0.04
C -3.593 5.014 -3.974  -0.38
O -4.175 5.657 -4.818  0.12
C -2.108 4.978 -3.924  0.03
C -1.463 4.267 -3.002  0.03
C -2.206 3.481 -1.986  -0.36
O -1.629 2.806 -1.144  0.08
H -4.195 2.940 -1.278  0.11
H -5.410 4.268 -3.002  0.13
H -1.592 5.561 -4.676  0.13
H -0.387 4.238 -2.951  0.10

Calculated values
* E: -2635.80754 hartree
* charge: +1
* lowest unoccupied orbital energy: -4.055 eV

# 2
Entry from the Open Molecules 2025 dataset: a 3-piece molecular cluster, C5H16NO2 overall (wB97M-V/def2-TZVPD).

Each line ends with the Löwdin charge.
CARTESIAN COORDINATES (ANGSTROEM)
C -1.277 -0.196 1.315  -0.09
C -1.776 0.379 -0.028  -0.11
C -1.365 -0.295 -1.288  0.09
C -0.182 -0.933 -1.647  0.05
C -0.152 -1.829 -2.810  0.00
N -0.196 0.605 1.988  0.19
H -0.922 -1.207 1.186  0.14
H -2.130 -0.188 1.978  0.14
H -1.750 1.465 -0.161  0.16
H -2.871 0.251 -0.048  0.15
H -2.071 -0.098 -2.074  0.15
H 0.740 -0.932 -1.095  0.13
H 0.864 -1.921 -3.174  0.11
H -0.869 -1.532 -3.565  0.11
H -0.355 -2.878 -2.514  0.15
H 0.696 0.093 2.026  0.13
H -0.366 0.668 3.001  0.18
H 0.036 1.561 1.645  0.12
H 2.841 -1.018 0.987  0.06
H 3.752 0.117 1.350  0.08
O 2.837 -0.051 1.065  -0.06
H 1.767 3.044 1.249  0.09
H 1.644 2.212 -0.017  0.06
O 1.107 2.684 0.631  -0.04

Calculated values
* multiplicity: 2
* E: -404.63187 hartree
* charge: +2
* energy relative to the best compared isomer or geometry (same formula, charge and spin): 17.9 kJ/mol
* ⟨S²⟩: 0.753
* lowest unoccupied orbital energy (spin up / spin down): -8.239 / -11.736 eV

# 3
Entry from the Open Molecules 2025 dataset: C55H38ClF4N16O3RbSSe as an isolated structure (wB97M-V/def2-TZVPD).

Each line ends with the Löwdin charge.
CARTESIAN COORDINATES (ANGSTROEM)
Rb -0.088 0.766 0.395  0.80
Cl 4.673 6.002 -3.881  0.58
C 4.213 4.389 -3.342  -0.69
C 3.700 3.471 -4.258  -0.13
C 3.373 2.204 -3.844  -0.03
C 3.526 1.763 -2.498  -0.35
O 3.293 0.519 -2.247  -0.27
C 3.986 2.754 -1.576  -0.13
C 4.144 2.501 -0.143  -0.10
N 3.417 1.700 0.509  0.06
C 3.750 1.330 1.816  -0.24
C 4.964 0.762 2.104  -0.03
C 5.239 0.237 3.389  -0.08
C 4.294 0.277 4.370  -0.04
C 3.030 0.867 4.107  -0.15
C 2.006 0.943 5.080  -0.01
C 0.830 1.550 4.774  -0.03
C 0.667 2.093 3.480  -0.13
N 1.576 2.018 2.536  0.06
C 2.754 1.403 2.835  -0.17
C 4.360 4.024 -2.028  -0.09
H 3.562 3.764 -5.291  0.10
H 2.978 1.483 -4.551  0.11
H 4.926 3.079 0.370  0.13
H 5.691 0.665 1.306  0.11
H 6.202 -0.220 3.579  0.10
H 4.484 -0.140 5.352  0.11
H 2.164 0.495 6.054  0.12
H 0.017 1.603 5.485  0.12
H -0.261 2.595 3.224  0.09
H 4.748 4.742 -1.312  0.11
N 0.479 3.460 -2.756  0.19
C -0.028 2.437 -3.464  -0.43
N 0.150 2.431 -4.794  0.18
C -0.427 1.412 -5.414  -0.46
N -0.273 1.345 -6.771  0.14
N -1.171 0.450 -4.851  0.18
C -1.217 0.541 -3.523  -0.30
N -0.656 1.469 -2.770  0.19
C -2.022 -0.505 -2.807  -0.22
C -3.272 -0.870 -3.282  -0.01
C -4.015 -1.780 -2.544  -0.07
C -3.472 -2.311 -1.386  -0.05
C -2.193 -1.914 -1.021  -0.11
N -1.481 -1.020 -1.705  0.09
H 0.887 4.205 -3.294  0.10
H -0.008 3.693 -1.891  0.07
H 0.481 1.888 -7.154  0.09
H -0.469 0.452 -7.187  0.09
H -3.642 -0.437 -4.202  0.11
H -5.005 -2.072 -2.872  0.10
H -4.010 -3.024 -0.777  0.11
H -1.716 -2.337 -0.143  0.09
N -8.715 1.089 1.021  0.08
C -7.327 1.269 1.111  -0.33
C -6.465 0.513 0.319  -0.03
C -5.094 0.657 0.447  -0.04
C -4.574 1.565 1.358  -0.29
C -5.422 2.322 2.152  -0.06
C -6.792 2.169 2.033  -0.04
S -2.824 1.716 1.490  0.52
O -2.543 2.433 2.716  -0.32
O -2.330 0.350 1.412  -0.52
N -2.235 2.470 0.215  -0.19
C -2.515 3.785 0.032  -0.46
N -3.555 4.394 0.641  0.13
C -3.745 5.676 0.388  -0.15
C -2.948 6.414 -0.472  -0.09
C -1.916 5.706 -1.062  -0.16
N -1.683 4.426 -0.829  0.10
H -9.036 0.718 0.143  0.08
H -9.263 1.876 1.326  0.08
H -6.873 -0.202 -0.388  0.11
H -4.420 0.060 -0.156  0.10
H -4.994 3.020 2.858  0.11
H -7.461 2.747 2.663  0.10
H -4.586 6.140 0.897  0.10
H -3.117 7.463 -0.666  0.08
H -1.236 6.193 -1.758  0.10
F 0.742 -1.700 3.503  0.08
C -0.170 -2.640 3.853  -0.15
C -0.579 -2.651 5.171  -0.16
F -0.011 -1.744 5.987  0.08
C -1.512 -3.552 5.690  -0.07
C -2.006 -4.415 4.711  -0.16
C -1.584 -4.409 3.395  -0.16
F -2.134 -5.326 2.573  0.08
C -0.628 -3.536 2.895  -0.06
C -0.126 -3.602 1.503  -0.17
C 0.910 -2.835 1.021  -0.15
N 1.831 -2.246 0.608  -0.06
C -0.596 -4.555 0.550  -0.26
N -0.939 -5.321 -0.245  0.13
F -2.939 -5.332 5.036  0.08
C -1.906 -3.586 7.087  -0.22
C -1.398 -2.674 8.052  -0.29
N -1.007 -1.956 8.873  0.08
C -2.790 -4.562 7.623  -0.28
N -3.491 -5.342 8.115  0.08
C 4.237 -5.591 -4.319  -0.06
C 3.860 -4.409 -3.462  -0.27
C 2.882 -3.512 -3.867  -0.01
C 2.484 -2.441 -3.071  -0.25
C 1.372 -1.555 -3.558  -0.06
C 3.107 -2.263 -1.830  -0.35
Se 2.564 -0.823 -0.657  1.13
C 4.112 -3.137 -1.404  -0.27
C 4.835 -3.009 -0.086  -0.07
C 4.463 -4.202 -2.231  -0.03
H 3.796 -5.512 -5.314  0.07
H 3.886 -6.523 -3.872  0.08
H 5.321 -5.670 -4.433  0.07
H 2.394 -3.654 -4.827  0.11
H 1.057 -1.849 -4.560  0.08
H 1.683 -0.510 -3.566  0.06
H 0.516 -1.629 -2.886  0.06
H 4.745 -2.012 0.340  0.03
H 5.893 -3.241 -0.223  0.07
H 4.423 -3.711 0.642  0.09
H 5.234 -4.889 -1.892  0.12

Calculated values
* E: -6904.07590 hartree
* charge: -2
* energy relative to the best compared isomer or geometry (same formula, charge and spin): 127.2 kJ/mol
* lowest unoccupied orbital energy: 3.273 eV

# 4
Entry from the Open Molecules 2025 dataset: a 2-piece molecular cluster, CH6OS2 overall (wB97M-V/def2-TZVPD).

Each line ends with the Löwdin charge.
CARTESIAN COORDINATES (ANGSTROEM)
C 0.677 0.685 1.500  -0.49
S 0.416 -1.125 0.934  0.02
S -1.404 -1.046 -0.048  -0.17
H 0.980 1.230 0.546  0.03
H 1.538 0.748 2.344  0.05
H -0.126 1.027 2.035  -0.05
H -2.254 -0.907 1.035  -0.24
H 0.120 -0.831 -2.383  0.00
H -0.196 0.084 -3.413  0.02
O 0.249 0.137 -2.550  -0.17

Calculated values
* multiplicity: 2
* E: -913.25164 hartree
* charge: -1
* energy relative to the best compared isomer or geometry (same formula, charge and spin): 106.1 kJ/mol
* ⟨S²⟩: 0.752
* lowest unoccupied orbital energy (spin up / spin down): 3.696 / 3.782 eV

# 5
Entry from the Open Molecules 2025 dataset: C37H65AlBr20INO3P as an isolated structure (wB97M-V/def2-TZVPD).

Each line ends with the Löwdin charge.
CARTESIAN COORDINATES (ANGSTROEM)
C 1.910 -3.672 0.686  -0.01
C 2.177 -2.543 -0.072  -0.15
C 1.130 -2.071 -1.187  -0.43
C 0.941 -3.231 -2.227  -0.10
C 2.276 -3.794 -2.860  -0.18
C 2.520 -3.423 -4.387  -0.15
C 3.558 -2.274 -4.520  -0.21
C 4.872 -2.242 -3.911  -0.11
C 5.805 -1.112 -4.034  -0.26
C 5.382 0.056 -4.819  -0.15
C 4.073 0.020 -5.477  -0.11
C 3.178 -1.111 -5.338  -0.06
O -0.001 -1.748 -0.344  -0.19
Al 0.734 -0.256 0.519  -0.33
I 1.523 -0.600 2.976  0.32
P -0.654 1.666 0.560  0.73
C -1.863 1.576 2.002  -0.40
O 0.385 3.025 0.809  -0.43
O 2.108 0.079 -0.705  -0.28
C 1.537 -0.643 -1.830  -0.31
N 0.427 0.263 -2.217  0.10
C -0.444 -0.232 -3.027  -0.33
C -1.908 -0.451 -2.477  -0.05
C -0.223 -0.593 -4.541  -0.04
H 1.675 -4.654 0.187  0.06
H 1.960 -3.677 1.798  0.04
H 3.152 -2.037 0.109  0.07
H 0.247 -2.962 -3.064  0.10
H 0.448 -4.085 -1.678  0.11
H 2.194 -4.918 -2.830  0.01
H 3.211 -3.542 -2.302  0.10
H 2.982 -4.331 -4.880  0.09
H 1.557 -3.241 -4.923  0.10
H 5.218 -3.107 -3.301  0.07
H 6.814 -1.158 -3.519  -0.02
H 6.040 0.960 -4.932  0.03
H 3.726 0.889 -6.079  0.09
H 2.192 -1.120 -5.845  0.09
H -1.363 1.338 2.977  0.00
H -2.335 2.596 2.121  0.01
H -2.717 0.880 1.764  0.01
H 1.258 2.634 0.998  0.00
H 2.370 -0.764 -2.585  0.14
H -2.001 -1.400 -1.898  0.08
H -2.667 -0.328 -3.296  0.06
H -2.085 0.408 -1.763  0.05
H -1.189 -0.359 -5.079  0.07
H 0.537 0.116 -4.947  0.07
H -0.012 -1.671 -4.747  0.05
Br -4.182 0.229 5.078  0.63
C -5.948 0.413 4.281  -0.69
C -5.875 1.128 2.956  -0.68
Br -5.635 3.045 3.200  0.62
H -6.575 0.923 5.010  0.03
H -6.309 -0.606 4.147  0.06
H -6.815 1.026 2.413  0.06
H -5.058 0.784 2.326  0.04
Br -10.474 6.432 6.760  0.63
C -8.767 5.927 5.968  -0.67
C -8.925 4.760 5.030  -0.69
Br -9.123 3.088 6.007  0.61
H -8.082 5.727 6.790  0.06
H -8.430 6.811 5.428  0.06
H -8.029 4.630 4.423  0.02
H -9.790 4.849 4.376  0.05
Br 4.889 0.246 1.210  0.65
C 6.580 -0.261 0.394  -0.69
C 6.399 -1.429 -0.541  -0.69
Br 6.210 -3.102 0.441  0.60
H 7.278 -0.463 1.204  0.05
H 6.911 0.621 -0.154  0.05
H 7.284 -1.565 -1.165  0.04
H 5.522 -1.335 -1.178  0.04
Br 4.913 3.090 -4.123  0.74
C 5.820 4.521 -3.165  -0.68
C 7.105 4.910 -3.850  -0.70
Br 8.513 3.607 -3.510  0.59
H 5.965 4.176 -2.144  0.05
H 5.118 5.355 -3.166  0.06
H 7.484 5.850 -3.448  0.05
H 7.006 4.995 -4.929  0.05
Br 8.898 -4.774 -1.593  0.60
C 9.645 -4.696 -3.389  -0.69
C 9.658 -3.282 -3.912  -0.64
Br 7.877 -2.718 -4.477  0.83
H 9.060 -5.376 -4.006  0.04
H 10.660 -5.081 -3.294  0.05
H 10.278 -3.210 -4.807  0.05
H 10.002 -2.556 -3.179  0.05
Br 5.419 -6.191 -3.717  0.65
C 4.835 -8.037 -3.492  -0.69
C 3.365 -8.188 -3.791  -0.69
Br 2.271 -7.523 -2.324  0.67
H 5.098 -8.331 -2.478  0.05
H 5.431 -8.612 -4.200  0.05
H 3.098 -9.241 -3.889  0.05
H 3.053 -7.655 -4.686  0.05
Br -12.394 3.386 10.069  0.60
C -12.891 4.093 8.321  -0.76
C -13.982 3.265 7.692  -0.72
Br -13.281 1.596 6.970  0.59
H -11.982 4.133 7.724  -0.01
H -13.238 5.107 8.514  -0.02
H -14.414 3.782 6.839  -0.02
H -14.775 3.000 8.389  0.05
Br -13.201 8.118 9.169  0.63
C -13.702 8.831 7.427  -0.69
C -14.796 8.011 6.795  -0.66
Br -14.097 6.347 6.066  0.70
H -12.794 8.870 6.827  0.04
H -14.047 9.846 7.623  0.06
H -15.227 8.537 5.943  0.06
H -15.590 7.745 7.489  0.05
Br -1.743 2.239 7.187  0.58
C -1.506 0.488 8.007  -0.71
C -0.071 0.266 8.410  -0.71
Br 1.031 -0.154 6.863  0.58
H -1.869 -0.249 7.294  0.03
H -2.157 0.493 8.881  0.05
H 0.015 -0.600 9.067  0.05
H 0.376 1.130 8.898  0.05
Br 9.120 -1.312 -9.083  0.59
C 8.512 -3.144 -8.823  -0.70
C 7.041 -3.283 -9.119  -0.70
Br 5.959 -2.577 -7.664  0.65
H 8.771 -3.422 -7.803  0.03
H 9.102 -3.740 -9.520  0.05
H 6.764 -4.335 -9.195  0.05
H 6.734 -2.765 -10.024  0.05

Calculated values
* E: -54091.07401 hartree
* charge: -1
* lowest unoccupied orbital energy: 1.210 eV